The following is a DFT calculation (ωB97M-V/def2-TZVPD) of a structure of composition C24H26As2N2O2Re.

Values from the calculation:
HOMO level (alpha / beta) = -13.995 / -13.994 eV
total charge = +2
Kohn-Sham gap (alpha / beta) = 5.93 / 6.19 eV
ΔE to the lowest compared entry with this formula, charge and spin = 21.8 kJ/mol
2S+1 = 2

Last column: Mulliken charge in e.
Geometry (Å):
Re1 -0.5887 0.1825 0.5188  1.19
O1 -2.4343 -0.0236 0.7736  -0.64
C1 -3.4661 0.8702 0.9696  0.54
C2 -4.7455 0.3777 0.9970  -0.46
C3 -5.8124 1.2449 1.2103  -0.44
C4 -5.5969 2.6021 1.4082  -0.79
C5 -4.3065 3.0907 1.3815  -0.86
C6 -3.2196 2.2387 1.1495  0.52
C7 -1.9150 2.8297 1.0939  0.22
N1 -0.8213 2.2089 0.7828  0.37
N2 0.3414 2.9862 0.7525  -0.93
C8 1.3544 2.2500 0.4941  0.50
O2 1.1910 0.8950 0.2871  -0.36
C9 2.6974 2.8096 0.3846  0.62
C10 3.7000 2.0728 -0.2467  -0.31
C11 4.9679 2.6117 -0.3835  -0.75
C12 5.2383 3.8747 0.1238  -0.42
C13 4.2447 4.6032 0.7680  -0.69
C14 2.9724 4.0776 0.8984  -0.38
H1 -4.8991 -0.6850 0.8613  0.47
H2 -6.8205 0.8523 1.2250  0.43
H3 -6.4298 3.2683 1.5823  0.44
H4 -4.1177 4.1469 1.5323  0.42
H5 -1.8084 3.8900 1.3123  0.50
H6 3.4792 1.0885 -0.6391  0.35
H7 5.7461 2.0510 -0.8831  0.42
H8 6.2296 4.2948 0.0175  0.41
H9 4.4667 5.5820 1.1704  0.42
H10 2.1895 4.6341 1.3945  0.44
C15 0.5288 0.0102 -3.0179  -1.17
As1 -0.4921 -0.9311 -1.6934  0.62
C16 -2.2485 -1.1683 -2.4417  -1.18
C17 0.2299 -2.7111 -1.5614  0.31
C18 0.3586 -3.5101 -2.6942  -0.70
C19 0.8202 -4.8108 -2.5630  -0.75
C20 1.1514 -5.3108 -1.3082  -0.74
C21 1.0304 -4.5093 -0.1829  -0.62
C22 0.5672 -3.2037 -0.3128  0.25
As2 0.4295 -2.0161 1.1987  0.50
C23 -0.4845 -2.9980 2.5789  -1.14
C24 2.2433 -1.8457 1.8230  -1.08
H11 0.3448 -0.4628 -3.9802  0.48
H12 1.5846 -0.0435 -2.7665  0.32
H13 0.2073 1.0491 -3.0511  0.43
H14 -2.1472 -1.7381 -3.3632  0.49
H15 -2.7008 -0.2015 -2.6523  0.42
H16 -2.8618 -1.7203 -1.7336  0.34
H17 0.1017 -3.1300 -3.6759  0.36
H18 0.9180 -5.4379 -3.4390  0.43
H19 1.5071 -6.3277 -1.2087  0.42
H20 1.2980 -4.9076 0.7885  0.38
H21 0.1540 -3.8126 2.9128  0.44
H22 -1.4193 -3.3915 2.1876  0.38
H23 -0.6892 -2.3329 3.4151  0.43
H24 2.6530 -2.8485 1.9222  0.48
H25 2.2623 -1.3395 2.7857  0.43
H26 2.8165 -1.2752 1.0967  0.25

The following is a DFT calculation (ωB97M-V/def2-TZVPD) of a structure of composition C24H26Cl2NO3Sn.

Values from the calculation:
HOMO level = -2.854 eV
total charge = -1
Kohn-Sham gap = 5.41 eV
2S+1 = 1

Last column: Mulliken charge in e.
Geometry (Å):
C1 -3.3920 -2.5045 1.0082  -0.76
C2 -3.3980 -1.0963 0.9313  -0.81
C3 -2.5160 -0.6855 -0.1022  0.14
H1 -4.0186 -0.4280 1.5262  0.39
C4 -1.9612 -1.8284 -0.7079  -0.56
C5 -2.4685 -2.9961 -0.0049  -0.68
H2 -1.3573 -1.8564 -1.6143  0.35
C6 0.3485 -1.4639 3.4083  -0.91
C7 -0.6396 -0.4196 3.5966  -0.86
C8 -0.2031 0.7224 2.9201  -0.51
H3 -1.5611 -0.5197 4.1671  0.31
C9 1.0586 0.4342 2.3017  0.24
C10 1.3839 -0.8973 2.5732  -0.79
H4 -2.3170 0.3440 -0.4042  0.32
H5 -2.3772 -4.0263 -0.3379  0.62
H6 -4.0092 -3.1365 1.6463  0.42
H7 2.2915 -1.3906 2.2316  0.30
H8 -0.6980 1.6904 2.8838  0.43
H9 0.4610 -2.3595 4.0159  0.65
Sn1 -0.7692 -2.8189 1.6764  0.66
C11 2.0095 1.4041 1.6525  2.58
C12 3.3116 1.4303 2.4550  -1.88
C13 1.4508 2.8286 1.6694  -2.42
H10 3.1241 1.8182 3.4614  0.42
H11 4.0337 2.0935 1.9651  0.52
H12 3.7580 0.4361 2.5393  0.30
H13 1.3172 3.1569 2.7049  0.51
H14 0.4908 2.8800 1.1567  0.33
H15 2.1503 3.5081 1.1729  0.41
C14 2.3619 0.9130 0.2121  -1.08
C15 1.3203 1.2400 -0.8502  0.55
H16 2.4731 -0.1848 0.1895  0.10
H17 3.3449 1.3251 -0.0828  0.47
O1 0.1677 1.5590 -0.5510  -0.41
N1 1.7666 1.1582 -2.1438  -0.16
C16 0.8910 1.0384 -3.3114  -1.04
H18 2.7320 0.8791 -2.2941  0.32
C17 -0.4568 1.7054 -3.1901  0.89
C18 -1.5879 1.0279 -3.6642  -0.46
H19 -1.4583 0.0432 -4.1283  0.30
C19 -2.8710 1.5680 -3.4973  -0.56
H20 -3.7424 0.9997 -3.8275  0.34
C20 -3.0349 2.8197 -2.8948  -0.44
H21 -4.0304 3.2469 -2.7480  0.35
C21 -1.8993 3.5309 -2.4828  -0.56
H22 -1.9950 4.4990 -1.9880  0.36
C22 -0.6182 3.0016 -2.6718  -0.14
H23 0.2561 3.5853 -2.3631  0.26
H24 0.7213 -0.0294 -3.5047  0.30
H25 1.4512 1.4108 -4.1832  0.32
Cl1 0.7236 -5.1363 1.7607  -0.14
C23 1.1869 -4.8398 -0.0280  -0.05
Cl2 -0.1620 -5.2556 -1.0922  -0.13
C24 1.5659 -3.3636 -0.2635  0.37
O2 2.6127 -3.1293 -0.8477  -0.66
O3 0.7244 -2.4505 0.1797  -0.21
H26 2.0534 -5.4812 -0.2258  0.38

The following is a DFT calculation (ωB97M-V/def2-TZVPD) of a structure of composition C24H26FNNbO10.

Values from the calculation:
HOMO level = -4.865 eV
total charge = -1
Kohn-Sham gap = 4.90 eV
2S+1 = 1

Last column: Mulliken charge in e.
Geometry (Å):
C1 0.7050 -5.3299 -1.7029  -1.14
C2 0.4804 -4.5183 -2.9587  0.47
F1 -0.6299 -5.0401 -3.6312  -0.33
C3 0.2760 -3.0332 -2.7139  -1.06
Nb1 -1.3648 -2.2449 -1.3322  -0.22
C4 -3.1653 -1.6250 -0.1103  -1.51
C5 -4.3489 -1.4850 -1.0082  0.10
N1 -5.1453 -2.4001 -1.3969  -0.78
O1 -0.2763 -2.8202 0.3043  -0.48
C6 -0.6813 -2.7281 1.5656  0.28
O2 -1.4338 -3.5000 2.1076  -0.61
C7 -0.0676 -1.5844 2.3176  0.46
C8 1.2263 -1.1705 2.0280  -0.28
C9 1.8143 -0.1382 2.7507  -0.20
C10 1.0950 0.4854 3.7644  -0.58
C11 -0.2036 0.0801 4.0470  -0.48
C12 -0.7865 -0.9541 3.3311  -0.68
H1 -0.2097 -5.3363 -1.1097  0.21
H2 1.4670 -4.8533 -1.0862  0.24
H3 0.9758 -6.3606 -1.9284  0.38
H4 1.3574 -4.6509 -3.6066  0.25
H5 0.0244 -2.6103 -3.6927  0.46
H6 1.2121 -2.5626 -2.3981  0.46
H7 -0.5843 -0.5393 -1.3750  0.00
H8 -2.2708 -1.7292 -2.7943  0.08
H9 -2.1496 -3.8938 -1.5543  0.03
H10 -3.4591 -2.3433 0.6573  0.48
H11 -2.9812 -0.6317 0.3126  0.49
H12 -4.5253 -0.4797 -1.3817  0.61
H13 -4.8569 -3.2995 -1.0076  0.27
H14 1.7697 -1.6581 1.2304  0.38
H15 2.8238 0.1637 2.5198  0.44
H16 1.5544 1.2955 4.3144  0.40
H17 -0.7642 0.5867 4.8203  0.41
H18 -1.7893 -1.2961 3.5427  0.46
C13 4.1968 1.0838 -0.2513  -0.97
C14 5.1359 1.3881 0.6547  0.38
C15 6.3273 2.2563 0.3267  0.96
O3 7.1101 2.4823 1.2340  -0.65
C16 6.4732 2.7590 -1.0213  -1.08
C17 5.5380 2.4542 -1.9319  0.34
C18 4.3315 1.6040 -1.5987  1.03
O4 3.5438 1.4090 -2.5022  -0.62
O5 5.5710 2.8576 -3.1903  -0.58
O6 5.1190 0.9684 1.9136  -0.53
H19 3.3369 0.4665 -0.0274  0.55
H20 7.3368 3.3671 -1.2501  0.42
H21 4.7656 2.4879 -3.6077  0.38
H22 5.9179 1.3469 2.3305  0.37
C19 -3.5638 4.9834 -0.1927  -0.94
C20 -3.8592 3.9001 -0.9267  0.25
C21 -3.8830 2.5084 -0.3353  0.95
O7 -4.1829 1.6043 -1.0879  -0.54
C22 -3.5488 2.3410 1.0656  -1.01
C23 -3.2501 3.4241 1.7935  0.37
C24 -3.2516 4.8166 1.2091  1.00
O8 -2.9824 5.7330 1.9687  -0.66
O9 -2.9304 3.3862 3.0810  -0.58
O10 -4.1554 3.9357 -2.2130  -0.60
H23 -3.5466 5.9821 -0.6053  0.42
H24 -3.5514 1.3401 1.4748  0.60
H25 -2.7673 4.3134 3.3411  0.36
H26 -4.3189 3.0059 -2.4762  0.37

The following is a DFT calculation (ωB97M-V/def2-TZVPD) of a structure of composition C24H26N10OS.

Values from the calculation:
HOMO level = -8.878 eV
total charge = 0
Kohn-Sham gap = 7.72 eV
2S+1 = 1

Last column: Mulliken charge in e.
Geometry (Å):
C1 -4.2466 1.4009 -3.0388  -0.10
C2 -3.3813 2.2664 -2.9390  -0.06
C3 -2.1974 3.2817 -2.6753  -0.90
C4 -1.0936 2.4574 -1.8628  0.65
C5 -1.1451 2.5240 -0.3276  -0.71
C6 -0.1355 1.7451 0.4305  0.38
O1 -0.0888 1.7814 1.8708  -0.25
C7 -1.4174 1.7763 2.2916  0.41
N1 -2.4529 1.9997 2.7639  -0.46
C8 0.8633 0.8954 -0.3723  0.55
N2 1.8719 0.0567 0.1084  -0.46
S1 2.6826 -0.6673 -1.1783  0.21
N3 1.8974 0.0144 -2.5136  -0.66
C9 0.9204 0.8181 -1.9346  0.61
C10 -0.1376 1.6717 -2.6667  -0.66
H1 -4.6981 0.3730 -2.9860  0.18
H2 -1.7684 3.6245 -3.6733  0.32
H3 -2.5561 4.1907 -2.0969  0.37
H4 -1.9462 3.1638 0.1286  0.31
H5 -0.2274 1.6910 -3.7844  0.22
C11 3.3256 0.3842 3.9015  0.06
C12 3.8856 -0.4451 2.7990  0.26
N4 4.3200 -1.0871 1.9425  -0.48
H6 4.1098 0.6324 4.6138  -0.32
H7 2.9080 1.3062 3.4978  0.05
H8 2.5390 -0.1669 4.4172  0.35
C13 -3.6106 -3.0695 -3.0782  -0.66
C14 -2.8903 -1.8077 -3.4057  0.30
N5 -2.3321 -0.8278 -3.6609  -0.33
H9 -3.4499 -3.8049 -3.8670  0.07
H10 -3.2419 -3.4742 -2.1353  0.33
H11 -4.6796 -2.8708 -2.9860  0.28
C15 -6.2436 -5.8466 -4.6452  -0.57
C16 -4.7827 -5.9252 -4.9211  0.39
N6 -3.6420 -5.9952 -5.1431  -0.45
H12 -6.4115 -5.6576 -3.5845  0.27
H13 -6.6870 -5.0368 -5.2249  0.04
H14 -6.7244 -6.7860 -4.9195  0.32
C17 5.2352 1.7000 7.6904  -0.72
C18 4.0942 2.1156 6.8317  0.48
N7 3.2119 2.4408 6.1608  -0.46
H15 5.3936 0.6245 7.5982  0.15
H16 6.1417 2.2216 7.3813  0.27
H17 5.0250 1.9402 8.7328  0.33
C19 3.8277 4.1685 2.5230  -0.62
C20 5.2613 3.7730 2.6687  0.34
N8 6.3709 3.4695 2.7808  -0.42
H18 3.4624 3.8848 1.5354  0.22
H19 3.2243 3.6691 3.2822  0.17
H20 3.7279 5.2475 2.6426  0.33
C21 6.7182 -0.9840 4.9670  -0.75
C22 5.7030 -1.5675 5.8891  0.37
N9 4.9149 -2.0190 6.6046  -0.44
H21 7.7168 -1.1141 5.3852  0.34
H22 6.6690 -1.4830 3.9986  0.31
H23 6.5259 0.0810 4.8285  0.22
C23 -6.4393 -1.9306 -7.1061  -0.74
C24 -7.4722 -2.5142 -6.2050  0.38
N10 -8.2741 -2.9668 -5.5050  -0.43
H24 -5.4479 -2.0719 -6.6743  0.24
H25 -6.4773 -2.4204 -8.0793  0.28
H26 -6.6220 -0.8637 -7.2365  0.31

The following is a DFT calculation (ωB97M-V/def2-TZVPD) of the molecule C24H26N2O6S.

Values from the calculation:
HOMO level = -7.732 eV
total charge = 0
Kohn-Sham gap = 8.15 eV
ΔE to the lowest compared entry with this formula, charge and spin = 7.8 kJ/mol
2S+1 = 1
SMILES = COc1cc(C(=O)Nc2sc3c(c2C(=O)NCc2ccco2)CCCC3)cc(OC)c1OC

Last column: Mulliken charge in e.
Geometry (Å):
C1 4.8620 -1.1338 -2.6580  -0.72
O1 4.4770 -0.9511 -1.3059  -0.50
C2 3.5648 -1.8484 -0.8047  0.22
C3 2.4000 -1.3259 -0.2516  -1.10
C4 1.4517 -2.1744 0.3013  0.03
C5 0.1832 -1.7073 0.9081  0.67
O2 -0.5802 -2.4480 1.5129  -0.79
N1 -0.1169 -0.3918 0.7527  0.16
C6 -1.2634 0.1470 1.2613  0.10
S1 -2.3719 -0.8100 2.1607  -0.29
C7 -3.3833 0.5919 2.3917  0.56
C8 -2.8940 1.7107 1.7946  0.55
C9 -1.6600 1.4640 1.1049  -0.65
C10 -0.8289 2.3560 0.2918  0.71
O3 0.3180 2.0556 -0.0467  -0.88
N2 -1.3702 3.5407 -0.0803  -0.06
C11 -0.6698 4.4307 -0.9881  -1.14
C12 -1.0794 4.2049 -2.4069  0.39
C13 -0.6477 3.3043 -3.3352  -0.24
C14 -1.4382 3.5176 -4.4910  -0.52
C15 -2.2927 4.5271 -4.1771  -0.46
O4 -2.0885 4.9481 -2.9170  -0.36
C16 -3.5974 3.0309 1.9353  -0.90
C17 -4.5907 2.9957 3.0980  -1.03
C18 -5.4792 1.7606 2.9974  -0.76
C19 -4.6319 0.5061 3.2020  -0.73
C20 1.6645 -3.5520 0.2966  -0.72
C21 2.8263 -4.0870 -0.2349  0.76
O5 3.1344 -5.4065 -0.2557  -0.42
C22 2.1928 -6.3196 0.2565  -0.93
C23 3.7968 -3.2269 -0.7841  0.90
O6 4.9468 -3.7868 -1.3004  -0.55
C24 6.1077 -3.5441 -0.5258  -0.74
H1 4.0117 -0.9512 -3.3236  0.30
H2 5.2536 -2.1347 -2.8471  0.30
H3 5.6358 -0.3917 -2.8464  0.25
H4 2.2875 -0.2534 -0.2690  0.59
H5 0.4685 0.3038 0.2763  0.23
H6 -2.3615 3.6779 0.0173  0.16
H7 -0.8821 5.4637 -0.7011  0.37
H8 0.3955 4.2177 -0.8761  0.42
H9 0.1347 2.5857 -3.2045  0.58
H10 -1.3745 2.9923 -5.4215  0.42
H11 -3.0612 5.0191 -4.7393  0.46
H12 -2.8680 3.8261 2.1080  0.41
H13 -4.1501 3.2574 1.0151  0.38
H14 -4.0433 2.9673 4.0419  0.36
H15 -5.1970 3.9034 3.0852  0.38
H16 -6.2716 1.7992 3.7462  0.34
H17 -5.9467 1.7313 2.0110  0.33
H18 -5.1934 -0.3892 2.9260  0.42
H19 -4.3675 0.4077 4.2601  0.30
H20 0.9012 -4.1727 0.7374  0.60
H21 2.6376 -7.3040 0.1210  0.23
H22 2.0051 -6.1483 1.3211  0.37
H23 1.2469 -6.2694 -0.2909  0.37
H24 6.0261 -4.0255 0.4540  0.30
H25 6.9345 -3.9854 -1.0795  0.28
H26 6.2851 -2.4737 -0.3859  0.28

The following is a DFT calculation (ωB97M-V/def2-TZVPD) of the molecule C24H26N4O2.

Values from the calculation:
HOMO level = -8.271 eV
total charge = 0
Kohn-Sham gap = 8.55 eV
ΔE to the lowest compared entry with this formula, charge and spin = 113.2 kJ/mol
2S+1 = 1
SMILES = CC(=O)c1cccc(CN2CCC[C@H](C(=O)Nc3cccc(-n4cccn4)c3)C2)c1

Last column: Mulliken charge in e.
Geometry (Å):
C1 -4.6855 -2.8231 -1.4749  -1.43
C2 -4.5312 -1.8571 -0.3249  0.82
O1 -5.4913 -1.3150 0.1763  -0.60
C3 -3.1530 -1.5924 0.1626  0.60
C4 -3.0074 -0.7759 1.2848  -0.92
C5 -1.7512 -0.4673 1.7593  -0.92
C6 -0.6237 -0.9613 1.1223  -0.01
C7 -0.7455 -1.7860 0.0111  1.12
C8 0.4483 -2.3361 -0.7410  -2.07
N1 1.7162 -1.8420 -0.2385  0.75
C9 2.2001 -2.5642 0.9272  -1.21
C10 3.3110 -1.7561 1.5925  -0.56
C11 4.4612 -1.5466 0.6132  -1.24
C12 3.9541 -0.9375 -0.7021  0.61
C13 3.6577 0.5559 -0.5119  0.25
O2 4.5432 1.3818 -0.5809  -0.71
N2 2.3519 0.8233 -0.2660  0.35
C14 1.7052 2.0514 -0.1630  -0.12
C15 2.3708 3.2695 -0.0483  -0.65
C16 1.6345 4.4359 0.0536  -0.97
C17 0.2505 4.4213 0.0502  -0.74
C18 -0.4145 3.2037 -0.0637  0.64
N3 -1.8096 3.1100 -0.0767  0.52
C19 -2.7275 4.0664 0.2085  0.06
C20 -3.9645 3.4887 0.0768  -1.16
C21 -3.6963 2.1619 -0.2980  -0.15
N4 -2.4019 1.9503 -0.3838  -0.78
C22 0.3143 2.0284 -0.1750  0.24
C23 2.7720 -1.7537 -1.2375  -1.45
C24 -2.0149 -2.0969 -0.4584  -0.69
H1 -4.2338 -3.7812 -1.2286  0.40
H2 -4.1979 -2.4221 -2.3610  0.34
H3 -5.7429 -2.9638 -1.6840  0.37
H4 -3.8960 -0.3908 1.7606  0.47
H5 -1.6387 0.1726 2.6215  0.45
H6 0.3511 -0.6905 1.4950  0.17
H7 0.4054 -3.4394 -0.7250  0.49
H8 0.3508 -2.0288 -1.7877  0.48
H9 2.5880 -3.5578 0.6396  0.42
H10 1.3716 -2.7173 1.6211  0.56
H11 2.9159 -0.7895 1.9101  0.24
H12 3.6671 -2.2842 2.4782  0.43
H13 4.9286 -2.5108 0.3969  0.44
H14 5.2197 -0.8934 1.0465  0.46
H15 4.7680 -0.9799 -1.4335  0.44
H16 1.7479 -0.0015 -0.2121  -0.26
H17 3.4474 3.2917 -0.0490  0.52
H18 2.1513 5.3801 0.1379  0.37
H19 -0.2951 5.3480 0.1241  0.30
H20 -2.4542 5.0618 0.4911  0.35
H21 -4.9208 3.9456 0.2267  0.42
H22 -4.3907 1.3704 -0.4985  0.49
H23 -0.2266 1.1010 -0.2754  0.71
H24 3.1371 -2.7563 -1.5230  0.41
H25 2.3740 -1.2725 -2.1356  0.48
H26 -2.1002 -2.7288 -1.3298  0.46

total charge of number 2 (C24H26Cl2NO3Sn)?
-1

The highest total charge belongs to which entry?
C24H26As2N2O2Re